(1)
{
  "formula": "C36H90BF4N6Na3O12",
  "method": "the ωB97M-V functional and the def2-TZVPD basis",
  "homo_energy_ev": -11.2,
  "charge": 2,
  "gap_ha": 0.1300,
  "elements": ["Na", "Na", "Na", "F", "F", "F", "F", "O", "O", "O", "O", "O", "O", "O", "O", "O", "O", "O", "O", "N", "N", "N", "N", "N", "N", "C", "C", "C", "C", "C", "C", "C", "C", "C", "C", "C", "C", "C", "C", "C", "C", "C", "C", "C", "C", "C", "C", "C", "C", "C", "C", "C", "C", "C", "C", "C", "C", "C", "C", "C", "C", "B", "H", "H", "H", "H", "H", "H", "H", "H", "H", "H", "H", "H", "H", "H", "H", "H", "H", "H", "H", "H", "H", "H", "H", "H", "H", "H", "H", "H", "H", "H", "H", "H", "H", "H", "H", "H", "H", "H", "H", "H", "H", "H", "H", "H", "H", "H", "H", "H", "H", "H", "H", "H", "H", "H", "H", "H", "H", "H", "H", "H", "H", "H", "H", "H", "H", "H", "H", "H", "H", "H", "H", "H", "H", "H", "H", "H", "H", "H", "H", "H", "H", "H", "H", "H", "H", "H", "H", "H", "H", "H"],
  "xyz": [[-31.024, -4.587, 13.514], [-28.848, -7.333, 12.096], [-30.363, -7.174, 15.688], [-33.672, -7.730, 13.558], [-31.516, -7.078, 13.306], [-33.204, -5.567, 12.877], [-32.649, -6.180, 14.930], [-30.065, -0.492, 12.175], [-29.974, -7.668, 9.906], [-27.254, -4.291, 20.208], [-31.173, -3.693, 8.859], [-33.483, -2.654, 17.207], [-36.786, -6.607, 17.021], [-37.344, -2.343, 18.951], [-25.938, -4.126, 4.921], [-30.689, -9.395, 15.036], [-37.343, -6.990, 4.336], [-31.763, -7.070, 17.722], [-36.267, -6.384, 9.041], [-28.614, -2.991, 7.184], [-30.348, -9.410, 12.160], [-38.513, -7.599, 7.381], [-29.176, -5.683, 17.694], [-38.343, -5.802, 19.629], [-31.427, -2.187, 14.169], [-30.296, -5.274, 18.563], [-37.762, -4.656, 18.932], [-31.205, -8.345, 10.155], [-26.406, -3.627, 6.144], [-33.242, -2.672, 15.822], [-34.713, -3.244, 17.566], [-37.231, -7.466, 18.053], [-27.860, -3.213, 5.957], [-29.830, -4.106, 9.041], [-35.463, -6.902, 16.605], [-29.156, -4.244, 7.693], [-29.779, -10.284, 14.389], [-29.269, -8.103, 8.741], [-24.564, -4.424, 5.020], [-30.919, -9.692, 10.843], [-32.013, -9.907, 15.148], [-38.490, -6.966, 18.759], [-38.093, -6.228, 7.485], [-32.179, -7.799, 18.858], [-30.016, -1.781, 14.179], [-29.877, -0.419, 10.768], [-38.086, -3.357, 19.639], [-37.401, -8.137, 5.170], [-37.580, -1.063, 19.501], [-37.584, -5.896, 8.893], [-31.772, -2.332, 15.611], [-36.115, -6.868, 3.660], [-27.951, -4.947, 18.050], [-31.644, -5.680, 17.950], [-38.669, -8.098, 6.017], [-30.137, -10.643, 12.946], [-26.883, -4.635, 21.529], [-29.499, -1.645, 12.751], [-31.977, -3.882, 10.011], [-27.341, -5.412, 19.371], [-35.816, -6.339, 10.364], [-32.836, -6.644, 13.646], [-29.908, -4.604, 6.975], [-37.322, -5.863, 6.791], [-31.030, -11.277, 12.926], [-31.717, -7.472, 19.793], [-37.711, -3.442, 20.663], [-29.400, -5.434, 16.735], [-34.716, -6.642, 17.358], [-35.301, -7.145, 4.343], [-24.010, -3.553, 5.388], [-28.408, -1.532, 12.727], [-27.453, -5.455, 21.971], [-28.287, -7.652, 8.888], [-29.316, -2.409, 14.743], [-28.815, -0.250, 10.558], [-33.910, -1.960, 15.324], [-27.228, -5.104, 17.241], [-30.420, 0.453, 10.417], [-27.967, -6.207, 19.792], [-38.566, -0.737, 19.161], [-29.330, -3.375, 9.691], [-35.390, -6.235, 15.743], [-31.807, -10.334, 10.910], [-38.164, -4.539, 17.921], [-37.648, -4.815, 9.046], [-29.739, -7.733, 7.825], [-29.352, -2.332, 6.983], [-36.223, -7.169, 10.955], [-38.285, -6.362, 9.596], [-28.315, -3.956, 5.285], [-36.031, -7.459, 2.745], [-34.814, -4.282, 17.221], [-37.405, -8.483, 17.678], [-35.957, -5.819, 3.411], [-31.930, -8.857, 18.776], [-37.425, -9.026, 4.525], [-38.875, -7.810, 19.333], [-36.790, -0.377, 19.199], [-39.140, -3.118, 19.497], [-32.510, -9.978, 14.179], [-28.812, -9.770, 14.405], [-39.365, -7.422, 5.513], [-36.179, -5.453, 10.906], [-30.204, -1.316, 10.244], [-29.849, -0.799, 14.640], [-30.213, -10.317, 10.290], [-35.592, -2.722, 17.176], [-25.829, -4.937, 21.560], [-38.971, -5.582, 7.360], [-35.335, -7.920, 16.229], [-31.932, -1.365, 13.842], [-31.722, -5.218, 16.956], [-29.181, -9.184, 8.609], [-37.569, -0.976, 20.594], [-26.367, -5.866, 19.155], [-32.965, -3.625, 9.633], [-26.955, -3.761, 22.172], [-31.813, -7.720, 10.806], [-24.399, -5.217, 5.766], [-33.451, -3.663, 15.395], [-31.984, -4.912, 10.387], [-30.291, -4.199, 18.760], [-29.720, -2.536, 12.136], [-33.265, -7.746, 18.980], [-31.703, -8.524, 9.199], [-39.156, -9.070, 6.075], [-32.487, -5.258, 18.503], [-28.061, -3.857, 18.023], [-25.853, -2.749, 6.495], [-34.731, -6.282, 10.439], [-31.526, -1.448, 16.205], [-36.445, -7.590, 18.816], [-29.338, -11.250, 12.520], [-39.263, -6.735, 18.023], [-37.786, -8.152, 7.834], [-31.203, -3.180, 16.012], [-29.705, -5.049, 9.600], [-29.682, -11.189, 14.995], [-34.783, -3.243, 18.652], [-32.559, -9.272, 15.842], [-27.869, -2.291, 5.372], [-28.410, -5.038, 7.746], [-37.656, -6.040, 20.340], [-36.677, -4.754, 18.798], [-32.072, -10.927, 15.546], [-31.671, -3.196, 10.812], [-26.327, -4.412, 6.910], [-30.179, -5.820, 19.500], [-24.072, -4.793, 4.123], [-36.483, -8.181, 5.770], [-31.018, -8.878, 12.709]]
}

(2)
{
  "formula": "C36H90O27S6",
  "method": "the ωB97M-V functional and the def2-TZVPD basis",
  "homo_energy_ev": [-10.4, -10.4],
  "charge": 1,
  "gap_ha": [0.2839, 0.0600],
  "s2": 0.7557,
  "multiplicity": 2,
  "elements": ["S", "S", "S", "S", "S", "S", "O", "O", "O", "O", "O", "O", "O", "O", "O", "O", "O", "O", "O", "O", "O", "O", "O", "O", "O", "O", "O", "O", "O", "O", "O", "O", "O", "C", "C", "C", "C", "C", "C", "C", "C", "C", "C", "C", "C", "C", "C", "C", "C", "C", "C", "C", "C", "C", "C", "C", "C", "C", "C", "C", "C", "C", "C", "C", "C", "C", "C", "C", "C", "H", "H", "H", "H", "H", "H", "H", "H", "H", "H", "H", "H", "H", "H", "H", "H", "H", "H", "H", "H", "H", "H", "H", "H", "H", "H", "H", "H", "H", "H", "H", "H", "H", "H", "H", "H", "H", "H", "H", "H", "H", "H", "H", "H", "H", "H", "H", "H", "H", "H", "H", "H", "H", "H", "H", "H", "H", "H", "H", "H", "H", "H", "H", "H", "H", "H", "H", "H", "H", "H", "H", "H", "H", "H", "H", "H", "H", "H", "H", "H", "H", "H", "H", "H", "H", "H", "H", "H", "H", "H"],
  "xyz": [[5.710, 7.304, 38.892], [8.843, 0.313, 37.055], [2.844, 12.483, 36.779], [9.401, 12.973, 28.895], [4.280, 1.407, 28.845], [8.315, 12.695, 34.548], [14.824, 8.702, 40.453], [5.398, 8.082, 37.519], [3.948, 2.696, 29.823], [7.076, 12.878, 33.876], [7.489, -0.627, 36.713], [1.905, 8.661, 30.903], [3.121, 13.853, 37.181], [7.112, 6.820, 38.861], [6.796, 9.266, 30.912], [12.835, 6.556, 39.354], [6.488, 5.882, 31.325], [-1.550, 11.129, 33.383], [10.430, 5.456, 37.964], [9.327, 0.857, 35.803], [5.438, 1.807, 28.027], [9.351, 11.794, 33.579], [10.123, 11.526, 29.431], [3.061, 0.846, 28.215], [10.457, 14.030, 28.783], [8.402, 12.570, 27.932], [8.497, 12.245, 35.934], [1.588, 11.818, 37.045], [8.540, 1.174, 38.248], [4.523, 6.468, 39.218], [0.464, 9.119, 33.559], [7.027, 3.277, 32.436], [3.086, 12.382, 35.140], [10.346, 6.285, 39.120], [11.572, 11.003, 33.051], [13.990, 7.117, 38.638], [7.328, 2.768, 33.769], [12.076, 10.980, 28.087], [9.237, 14.282, 34.266], [10.451, 11.109, 34.128], [-0.683, 11.108, 34.520], [4.442, 7.896, 35.196], [7.378, -1.442, 35.604], [1.527, 3.213, 29.935], [3.795, 13.319, 34.443], [11.645, 7.227, 39.140], [5.738, 3.817, 32.332], [4.039, 12.753, 33.000], [5.699, 8.692, 39.960], [-0.071, 9.664, 34.757], [2.744, 2.599, 30.674], [6.043, -1.226, 34.954], [14.225, 8.516, 39.163], [6.693, 9.345, 32.343], [2.602, 9.051, 32.087], [-1.887, 12.489, 32.995], [6.565, 6.845, 30.170], [9.939, -0.980, 37.887], [7.393, 8.037, 30.426], [10.582, 10.710, 28.353], [1.036, 7.611, 30.710], [9.379, 4.351, 37.898], [5.220, 7.273, 36.386], [1.662, 9.806, 33.051], [4.914, 0.342, 30.259], [8.499, 13.349, 30.468], [13.994, 8.537, 41.624], [5.651, 4.681, 31.108], [4.278, 11.449, 37.368], [9.224, 13.606, 31.240], [9.870, -1.921, 37.341], [0.585, 9.756, 35.623], [4.943, 13.222, 32.610], [5.167, 11.761, 36.820], [4.869, 0.804, 31.246], [5.489, 8.251, 40.934], [13.456, 9.443, 41.903], [1.196, 6.982, 31.586], [7.824, 8.515, 29.546], [0.045, 8.012, 30.922], [5.959, 0.098, 30.070], [-2.376, 12.904, 33.877], [4.907, 8.852, 34.956], [1.832, 4.230, 29.689], [4.615, 4.756, 30.779], [3.252, 14.260, 34.360], [11.595, 8.002, 39.904], [0.531, 3.155, 30.373], [7.925, 12.430, 30.588], [5.982, 8.620, 32.738], [7.379, 3.438, 34.627], [8.701, 4.439, 37.048], [4.660, 13.649, 35.018], [12.318, 10.369, 33.529], [3.334, 9.807, 31.804], [8.183, -1.297, 34.884], [8.753, 4.081, 38.748], [7.473, -2.491, 35.886], [4.522, 7.201, 34.359], [12.034, 11.894, 32.625], [5.926, -0.151, 34.819], [10.161, 11.061, 27.410], [2.271, 10.253, 33.837], [9.574, -1.161, 38.898], [5.385, -1.389, 35.807], [8.334, 2.350, 33.747], [5.551, 7.149, 29.914], [12.400, 11.990, 28.341], [3.369, 7.995, 35.360], [11.083, 10.440, 32.256], [13.786, 7.125, 37.567], [6.276, 10.316, 32.610], [10.001, 10.213, 34.555], [10.329, 9.688, 28.634], [0.172, 11.742, 34.285], [4.275, 11.700, 33.158], [12.438, 10.683, 27.102], [1.148, 7.087, 29.760], [3.158, 8.252, 32.577], [6.192, 6.879, 36.089], [5.487, 4.444, 33.187], [12.704, 10.452, 28.804], [-0.953, 9.049, 34.935], [10.321, 5.703, 40.042], [8.326, 7.872, 30.964], [9.973, 3.438, 37.946], [4.815, 9.233, 39.625], [6.652, 1.945, 33.999], [10.168, 14.084, 34.797], [14.907, 9.022, 38.480], [2.520, 1.580, 30.988], [5.868, -1.964, 34.172], [6.294, 4.151, 30.406], [4.975, 3.039, 32.314], [14.879, 6.504, 38.782], [1.398, 10.608, 32.362], [14.540, 8.181, 42.498], [7.652, 9.164, 32.828], [10.990, -0.700, 37.968], [-1.004, 13.096, 32.793], [4.448, 11.531, 38.442], [6.629, 9.246, 39.833], [-1.093, 11.482, 35.459], [4.397, -0.610, 30.384], [6.871, 6.296, 29.279], [-2.533, 12.277, 32.143], [13.317, 9.112, 39.067], [3.951, 10.472, 37.014], [8.762, 15.093, 34.818], [7.818, 14.185, 30.308], [2.872, 3.115, 31.626], [1.581, 2.742, 28.954], [4.715, 6.317, 36.520], [10.847, 11.693, 34.958], [9.454, 6.903, 39.013], [9.482, 14.353, 33.206], [13.203, 7.822, 41.397], [3.148, 12.893, 32.389], [11.576, 7.715, 38.168]]
}

(3)
{
  "formula": "C36H92N4O12",
  "method": "the ωB97M-V functional and the def2-TZVPD basis",
  "homo_energy_ev": [-10.3, -10.3],
  "charge": 1,
  "gap_ha": [0.2918, 0.1212],
  "s2": 0.7543,
  "multiplicity": 2,
  "elements": ["O", "O", "O", "O", "O", "O", "O", "O", "O", "O", "O", "O", "N", "N", "N", "N", "C", "C", "C", "C", "C", "C", "C", "C", "C", "C", "C", "C", "C", "C", "C", "C", "C", "C", "C", "C", "C", "C", "C", "C", "C", "C", "C", "C", "C", "C", "C", "C", "C", "C", "C", "C", "H", "H", "H", "H", "H", "H", "H", "H", "H", "H", "H", "H", "H", "H", "H", "H", "H", "H", "H", "H", "H", "H", "H", "H", "H", "H", "H", "H", "H", "H", "H", "H", "H", "H", "H", "H", "H", "H", "H", "H", "H", "H", "H", "H", "H", "H", "H", "H", "H", "H", "H", "H", "H", "H", "H", "H", "H", "H", "H", "H", "H", "H", "H", "H", "H", "H", "H", "H", "H", "H", "H", "H", "H", "H", "H", "H", "H", "H", "H", "H", "H", "H", "H", "H", "H", "H", "H", "H", "H", "H", "H", "H"],
  "xyz": [[-14.223, 7.438, 10.064], [-10.259, 6.753, 20.274], [-7.723, 7.783, 15.315], [-15.034, 13.251, 7.422], [-8.123, 10.388, 17.604], [-14.796, 1.728, 13.612], [-13.206, 8.268, 16.483], [-13.611, 3.597, 17.611], [-16.284, 6.542, 11.557], [-11.665, 12.210, 13.021], [-17.136, 5.977, 22.124], [-10.452, 2.972, 22.341], [-13.832, 4.926, 12.067], [-13.873, 6.263, 20.402], [-13.540, 3.351, 20.433], [-13.675, 12.436, 9.768], [-13.562, 13.198, 7.482], [-14.748, 3.466, 18.460], [-13.051, 13.449, 8.942], [-8.918, 7.084, 14.809], [-12.912, 2.690, 21.646], [-11.843, 12.510, 11.615], [-10.298, 11.385, 16.941], [-13.180, 5.262, 10.848], [-14.497, 2.594, 19.689], [-14.189, 7.728, 14.382], [-10.073, 9.651, 18.772], [-14.930, 6.577, 21.283], [-18.481, 6.893, 10.785], [-15.585, 12.834, 6.154], [-15.331, 1.195, 14.821], [-9.314, 7.732, 13.505], [-9.396, 10.800, 18.132], [-14.370, 3.130, 13.625], [-11.571, 6.448, 19.642], [-13.097, 6.849, 10.774], [-12.636, 7.083, 20.483], [-16.268, 5.768, 21.037], [-9.080, 6.277, 19.709], [-11.789, 3.558, 22.397], [-13.738, 8.870, 15.325], [-17.314, 7.508, 11.446], [-17.782, 7.212, 22.129], [-12.305, 13.208, 13.841], [-12.723, 9.749, 14.828], [-13.352, 12.472, 11.205], [-13.558, 4.922, 16.844], [-13.844, 3.511, 12.257], [-14.087, 8.829, 10.083], [-10.010, 7.103, 15.849], [-17.584, 8.028, 12.827], [-9.519, 3.699, 23.065], [-8.177, 9.861, 16.804], [-12.857, 7.294, 11.740], [-10.293, 8.113, 16.143], [-9.249, 5.220, 19.505], [-9.345, 3.191, 24.013], [-14.647, 9.384, 9.330], [-8.841, 6.763, 18.763], [-13.648, 3.270, 14.429], [-11.619, 5.364, 19.532], [-16.686, 8.563, 13.136], [-12.286, 14.208, 13.407], [-9.813, 4.681, 23.435], [-18.268, 8.874, 12.898], [-10.758, 6.393, 15.496], [-14.557, 0.720, 15.424], [-8.422, 7.906, 12.902], [-14.551, 5.303, 16.607], [-15.438, 2.463, 20.225], [-16.694, 6.013, 20.063], [-18.737, 5.953, 11.273], [-13.739, 2.593, 22.349], [-10.116, 8.813, 18.076], [-10.000, 7.133, 12.906], [-14.551, 6.546, 22.305], [-9.059, 11.603, 18.788], [-8.595, 6.043, 14.768], [-9.551, 9.361, 19.684], [-16.591, 12.491, 6.397], [-12.199, 4.787, 10.840], [-12.967, 5.104, 15.946], [-9.876, 12.341, 16.629], [-14.781, 5.270, 12.025], [-12.819, 3.420, 19.729], [-19.434, 7.416, 10.708], [-11.910, 13.310, 14.852], [-13.246, 5.675, 17.568], [-14.522, 9.319, 10.954], [-11.751, 4.481, 21.818], [-12.311, 7.305, 21.499], [-12.738, 8.020, 19.937], [-14.637, 9.457, 15.514], [-13.309, 12.882, 14.110], [-14.219, 1.600, 19.340], [-11.410, 11.798, 10.912], [-11.419, 13.432, 11.217], [-14.611, 3.067, 11.622], [-16.075, 4.697, 20.990], [-18.261, 6.588, 9.761], [-13.905, 7.770, 16.913], [-12.624, 1.677, 21.365], [-15.544, 13.712, 5.510], [-15.202, 7.426, 14.649], [-11.985, 13.635, 8.816], [-15.787, 1.979, 15.426], [-10.383, 10.779, 16.039], [-13.730, 5.265, 20.339], [-12.160, 7.086, 10.272], [-16.956, 8.362, 10.872], [-9.724, 6.484, 16.700], [-15.307, 3.628, 13.875], [-15.279, 4.388, 18.699], [-12.076, 3.740, 23.433], [-15.710, 6.657, 10.796], [-14.890, 12.061, 5.826], [-11.670, 6.775, 18.607], [-18.257, 7.413, 21.168], [-17.891, 7.355, 13.627], [-13.110, 12.310, 7.040], [-7.357, 7.115, 15.899], [-13.650, 11.521, 11.646], [-15.402, 2.859, 17.833], [-13.530, 6.868, 14.501], [-13.753, 4.891, 9.999], [-13.035, 10.259, 13.916], [-11.799, 9.213, 14.617], [-13.043, 9.140, 10.046], [-14.672, 12.552, 9.655], [-13.260, 14.141, 7.028], [-8.347, 6.483, 20.489], [-14.291, 8.055, 13.347], [-12.501, 10.536, 15.549], [-9.660, 8.759, 13.627], [-13.318, 14.431, 9.333], [-15.078, 7.636, 21.068], [-15.935, 0.293, 14.721], [-12.881, 3.030, 12.088], [-11.295, 11.686, 17.264], [-11.015, 10.068, 19.128], [-8.499, 3.861, 22.717], [-18.453, 7.292, 22.983], [-17.135, 8.054, 22.373], [-13.927, 13.267, 11.681]]
}

So what do the calculations give for relative energy (zero: lowest compared OMol25 entry of this formula, charge and spin)? Going down the list: 0.000 3.123 2.710 eV.
So what do the calculations give for energy? Going down the list: -97086.302 -159061.168 -69335.945 eV.